ORCA calculation (ωB97M-V/def2-TZVPD) on a 2-piece molecular cluster, C5H14 overall.

Calculated values
ΔE to the lowest compared entry with this formula, charge and spin (eV): 0.7175
Kohn-Sham gap (spin up / spin down) (eV): 11.9 / 4.0
Expectation value of S²: 0.753
2S+1: 2
LUMO energy (spin up / spin down) (eV): -3.13 / -11.01
Charge: +1

The geometry in XYZ format:
```
19
Properties=species:S:1:pos:R:3:lowdin_charge:R:1
C 1.0372 0.9134 1.7521 -0.18
C -0.1981 0.4183 2.4332 -0.16
H 1.8966 0.2401 1.8778 0.08
H 1.0284 1.1346 0.6833 0.04
H 1.4046 1.8612 2.1901 0.09
H -0.7390 1.2386 2.9407 0.08
H -0.9655 -0.0905 1.8570 0.05
H 0.1594 -0.1576 3.2927 0.08
C 0.1028 -0.6764 -1.3353 -0.20
C -1.2311 -1.3864 -1.1007 0.01
C 0.1147 0.5271 -2.1998 -0.02
H 0.6531 -0.5174 -0.3942 0.12
H 0.7940 -1.4404 -1.8551 0.25
H -1.6920 -1.9961 -1.8722 0.12
H -0.6010 0.4851 -3.0230 0.11
H 0.0383 1.4753 -1.6470 0.13
H 1.0949 0.5584 -2.7211 0.16
H -0.9828 -1.9613 -0.1836 0.12
H -1.9146 -0.6261 -0.6950 0.13
```

---

ORCA calculation (ωB97M-V/def2-TZVPD) on C39H30BrF6N3O9PS2SeY as an isolated structure.

Calculated values
ΔE to the lowest compared entry with this formula, charge and spin (eV): 0.3415
Kohn-Sham gap (eV): 7.4
LUMO energy (eV): 4.17
Charge: -2

The geometry in XYZ format:
```
93
Properties=species:S:1:pos:R:3:lowdin_charge:R:1
Y -0.0594 -0.2649 0.1868 1.39
O 2.6942 1.0700 3.0718 0.03
C 2.2406 0.2410 2.2910 -0.59
O 0.9913 -0.0051 2.0924 -0.16
C 3.2335 -0.6073 1.4717 -0.09
C 2.6655 -1.9757 1.0862 -0.25
C 3.7747 -2.9302 0.6421 -0.09
C 4.1306 -2.3615 -0.7556 -0.09
C 3.1648 -1.1788 -0.8551 -0.23
O 2.0006 -1.6883 -0.1732 -0.14
C 3.6097 -0.0265 0.0668 -0.09
C 2.8883 1.2405 -0.4078 -0.60
O 3.5526 2.1534 -0.8858 0.04
O 1.6057 1.1891 -0.3606 -0.20
H 4.1303 -0.7074 2.0818 0.15
H 1.9501 -2.3840 1.7894 0.12
H 4.6131 -2.9222 1.3390 0.11
H 3.3871 -3.9460 0.5740 0.11
H 5.1676 -2.0361 -0.8419 0.11
H 3.9275 -3.0876 -1.5427 0.11
H 2.8839 -0.8784 -1.8614 0.15
H 4.6787 0.1578 -0.0151 0.14
Br -2.7186 -1.9301 -1.2467 0.83
C -1.5671 -2.5159 -2.6379 -0.59
C -1.8693 -3.6984 -3.2465 -0.15
C -1.1244 -4.1138 -4.3686 -0.10
C -0.1593 -3.2965 -4.8775 -0.06
C 0.1449 -2.0564 -4.2614 -0.18
C 1.0807 -1.1732 -4.8516 -0.07
C 1.3403 0.0258 -4.2586 -0.10
C 0.7640 0.3400 -3.0054 -0.16
C -0.1164 -0.4841 -2.3219 -0.19
C -0.5032 -1.6622 -3.0531 -0.24
H -2.6863 -4.3011 -2.8763 0.08
H -1.3485 -5.0661 -4.8341 0.09
H 0.3883 -3.5768 -5.7717 0.10
H 1.5639 -1.4637 -5.7792 0.10
H 2.0317 0.7251 -4.7180 0.10
H 1.1152 1.2486 -2.5284 0.08
N -2.3489 1.9215 -1.8755 0.13
C -2.5793 3.2274 -1.5708 -0.32
C -3.5535 3.9399 -2.2987 -0.05
C -3.8296 5.2602 -2.0210 -0.12
C -3.1523 5.9254 -1.0016 -0.12
C -2.2087 5.2243 -0.2727 -0.12
C -1.8959 3.8885 -0.5304 -0.30
P -0.7067 3.0027 0.5731 1.13
C 0.7953 4.0332 0.4863 -0.36
C 1.0188 5.0012 -0.4866 -0.08
C 2.2299 5.6803 -0.5357 -0.10
C 3.2266 5.3994 0.3847 -0.10
C 3.0184 4.4184 1.3442 -0.08
C 1.8182 3.7302 1.3872 -0.12
C -1.4616 3.5185 2.1729 -0.34
C -0.8247 4.3039 3.1287 -0.08
C -1.4727 4.6402 4.3113 -0.10
C -2.7614 4.1933 4.5558 -0.10
C -3.4038 3.4073 3.6082 -0.10
C -2.7605 3.0768 2.4275 -0.12
H -2.8192 1.4677 -2.6349 0.09
H -1.5589 1.4336 -1.4935 0.00
H -4.0885 3.4239 -3.0890 0.10
H -4.5855 5.7775 -2.6014 0.09
H -3.3673 6.9613 -0.7728 0.09
H -1.6935 5.7206 0.5425 0.11
H 0.2529 5.2218 -1.2187 0.09
H 2.3953 6.4223 -1.3084 0.09
H 4.1758 5.9202 0.3347 0.09
H 3.8043 4.1518 2.0398 0.11
H 1.6970 2.9276 2.1083 0.09
H 0.1826 4.6595 2.9591 0.09
H -0.9572 5.2480 5.0460 0.09
H -3.2589 4.4419 5.4858 0.09
H -4.3983 3.0237 3.7955 0.10
H -3.2688 2.4575 1.6994 0.09
Se -3.3125 -0.5371 3.7723 0.49
C -2.5369 -0.1574 2.2222 -0.94
N -2.0437 0.1117 1.1921 -0.11
F 0.9054 -4.3112 3.7022 0.13
C -0.1938 -3.6580 3.3086 -0.65
F -1.2294 -4.1496 3.9758 0.13
F -0.0452 -2.3763 3.6205 0.13
S -0.4087 -3.8572 1.4478 0.61
O -0.4018 -2.4834 0.9814 -0.42
O 0.7012 -4.6616 1.0361 -0.26
N -1.8394 -4.4506 1.2641 -0.28
S -2.1695 -5.9860 1.4390 0.57
O -3.5333 -6.1555 1.8318 -0.28
O -1.1465 -6.7553 2.0883 -0.29
C -2.1534 -6.5975 -0.3075 -0.67
F -2.2799 -7.9350 -0.3147 0.11
F -3.1730 -6.0891 -1.0073 0.12
F -1.0223 -6.2912 -0.9349 0.13
```

---

ORCA calculation (ωB97M-V/def2-TZVPD) on the molecule C3H7N3O.

Calculated values
ΔE to the lowest compared entry with this formula, charge and spin (eV): 4.0399
Kohn-Sham gap (eV): 10.6
LUMO energy (eV): 1.06

The geometry in XYZ format:
```
14
Properties=species:S:1:pos:R:3:lowdin_charge:R:1
C 0.2079 -0.0240 -2.0822 -0.09
N 0.4752 -0.6837 -0.8090 0.01
C 0.1290 0.0176 0.3377 -0.58
O 0.3574 1.4462 0.3811 -0.01
N -1.2192 0.2331 0.9871 0.13
C -0.1514 0.9945 1.6663 -0.31
N 0.7515 -0.1876 1.6826 0.13
H 0.3356 1.0527 -1.9526 0.08
H -0.8032 -0.2083 -2.4640 0.08
H 0.9388 -0.3727 -2.8164 0.08
H 0.1288 -1.6346 -0.7756 0.13
H -1.4282 -0.5939 1.5556 0.10
H -0.2853 1.7138 2.4714 0.15
H 1.7223 0.1385 1.6184 0.10
```

---

ORCA calculation (ωB97M-V/def2-TZVPD) on the molecule C5H11NO.

Calculated values
ΔE to the lowest compared entry with this formula, charge and spin (eV): 2.8779
Kohn-Sham gap (eV): 9.5
LUMO energy (eV): 1.02
SMILES: C[C@H]1CN1CCO

The geometry in XYZ format:
```
18
Properties=species:S:1:pos:R:3:lowdin_charge:R:1
C 1.6084 -0.1845 -1.6092 -0.05
C 1.3312 -0.7467 -0.2234 -0.31
C 1.2333 0.0183 1.1009 -0.09
N 0.1205 -0.2702 0.2900 -0.16
C -1.2661 -0.6107 0.2879 -0.16
C -2.0065 0.7184 0.1814 -0.26
O -1.8526 1.4686 1.3691 -0.06
H 0.7271 -0.4348 -2.2180 0.07
H 2.4859 -0.6057 -2.1053 0.07
H 1.6765 0.9083 -1.5950 0.08
H 1.6158 -1.7965 -0.0807 0.13
H 1.5527 1.0632 1.1576 0.10
H 1.3820 -0.5362 2.0380 0.11
H -1.4452 -1.2197 -0.6083 0.13
H -1.6098 -1.1777 1.1669 0.12
H -1.5746 1.2523 -0.6814 0.12
H -3.0788 0.5929 0.0182 0.11
H -0.8999 1.5607 1.5113 0.07
```

---

ORCA calculation (ωB97M-V/def2-TZVPD) on a 2-piece molecular cluster, C8H12ClNS overall.

Calculated values
ΔE to the lowest compared entry with this formula, charge and spin (eV): 2.3815
Kohn-Sham gap (eV): 8.8
LUMO energy (eV): 0.69

The geometry in XYZ format:
```
23
Properties=species:S:1:pos:R:3:lowdin_charge:R:1
C -3.1943 -0.2311 0.2024 -0.14
C -3.0455 0.4105 1.3726 -0.44
C -1.9178 -0.5946 -0.3353 -0.47
C -0.8936 -0.2732 0.4753 -0.37
C -1.8723 -1.1932 -1.6318 -0.09
C 2.6608 0.2803 -1.3445 -0.08
C 1.8952 1.6366 0.4791 -0.06
C 1.2518 -0.7794 0.2024 -0.58
N 1.8134 0.3680 -0.1871 -0.30
S -1.4335 0.5150 1.9090 0.94
Cl 1.6109 -1.4656 1.7823 0.60
H -4.0460 -0.6590 -0.1753 0.08
H -3.7659 0.6351 2.1072 0.04
H -0.8093 -1.6090 -1.9158 0.11
H -2.5905 -2.1059 -1.7595 0.12
H -2.1736 -0.4747 -2.3347 0.06
H 3.7136 0.1872 -1.1449 0.08
H 2.4842 -0.5323 -2.0602 0.09
H 2.5619 1.2022 -1.9137 0.09
H 2.9122 1.8827 0.5042 0.07
H 1.4261 2.4633 -0.1017 0.11
H 1.5333 1.6469 1.4496 0.05
H 1.3909 -1.4895 -0.6024 0.08
```

---

ORCA calculation (ωB97M-V/def2-TZVPD) on C28H21FeN4SSb as an isolated structure.

Calculated values
Kohn-Sham gap (spin up / spin down) (eV): 7.5 / 8.0
Expectation value of S²: 1.018
2S+1: 2
LUMO energy (spin up / spin down) (eV): 2.14 / 2.66
Charge: -1

The geometry in XYZ format:
```
56
Properties=species:S:1:pos:R:3:lowdin_charge:R:1
Fe -0.1500 -0.2207 0.9375 0.25
N -0.6712 1.4823 0.3222 0.10
C -1.2232 2.4977 0.5081 -0.30
N -1.8097 3.6294 0.5210 0.07
C -2.1364 4.2132 1.6645 -0.42
N -2.4648 4.7986 2.6077 0.07
S -1.9678 -1.4174 1.5988 0.09
Sb -0.7908 -2.6917 3.2454 1.13
C 0.7419 0.4081 2.4973 -0.26
C 2.1226 0.5288 2.6143 -0.09
C 2.7006 1.0890 3.7498 -0.10
C 1.9045 1.5562 4.7823 -0.11
C 0.5221 1.4656 4.6690 -0.10
C -0.0520 0.8990 3.5427 -0.15
C 0.3770 -3.8807 1.8916 -0.45
C -0.1899 -4.6249 0.8602 -0.14
C 0.6134 -5.2757 -0.0634 -0.09
C 1.9971 -5.1871 0.0296 -0.10
C 2.5739 -4.4482 1.0507 -0.11
C 1.7641 -3.7981 1.9748 -0.17
C -2.3360 -4.1618 3.5511 -0.45
C -3.6676 -3.7726 3.6681 -0.16
C -4.6568 -4.7015 3.9623 -0.10
C -4.3272 -6.0376 4.1442 -0.11
C -3.0037 -6.4388 4.0276 -0.11
C -2.0174 -5.5051 3.7362 -0.15
H 2.7692 0.2007 1.8115 0.07
H 3.7798 1.1686 3.8146 0.09
H 2.3532 1.9988 5.6632 0.09
H -0.1156 1.8481 5.4567 0.10
H -1.1317 0.8404 3.4702 0.08
H -1.2687 -4.6721 0.7605 0.10
H 0.1599 -5.8357 -0.8719 0.10
H 2.6226 -5.6830 -0.7026 0.10
H 3.6520 -4.3641 1.1202 0.10
H 2.2248 -3.2077 2.7616 0.09
H -3.9415 -2.7358 3.5038 0.07
H -5.6886 -4.3811 4.0442 0.10
H -5.0988 -6.7634 4.3704 0.09
H -2.7374 -7.4810 4.1583 0.09
H -0.9892 -5.8377 3.6372 0.09
N -0.5067 -2.0500 -1.9173 0.13
C 0.3126 -1.4051 -1.2572 -0.27
H -1.0791 -1.4553 -2.5153 0.06
C 1.1395 -0.8321 -0.4266 -0.17
C 2.4900 -0.4428 -0.8757 -0.24
C 3.6219 -0.9144 -0.2052 -0.07
C 4.8978 -0.5802 -0.6316 -0.09
C 5.0733 0.2360 -1.7410 -0.11
C 3.9589 0.7077 -2.4198 -0.10
C 2.6831 0.3714 -1.9927 -0.04
H 3.4858 -1.5734 0.6439 0.10
H 5.7587 -0.9640 -0.0974 0.10
H 6.0693 0.4996 -2.0743 0.09
H 4.0823 1.3465 -3.2860 0.10
H 1.8156 0.7546 -2.5159 0.11
```